Entry 1:
Below is C20H33N3O2S in the gas phase, with properties calculated with ωB97M-V/def2-TZVPD.

Summary:
**ΔE to the lowest compared entry with this formula, charge and spin**: 21.39 kcal/mol
**Strongest force on any atom**: 0.94 eV/Å
**E_HOMO**: -8.438 eV
**Lowest unoccupied orbital energy**: 0.72 eV
**Orbital gap**: 9.16 eV

```
59
Properties=species:S:1:pos:R:3:forces:R:3
C 7.18383 -3.21831 -0.94254 -0.012 -0.037 -0.231
H 6.69641 -2.74404 -0.09477 -0.019 0.046 0.115
H 7.22888 -4.29011 -0.76190 0.032 -0.091 0.076
H 8.19849 -2.83626 -1.02714 0.123 0.039 0.039
C 6.39656 -2.92237 -2.21976 -0.016 0.136 0.138
C 4.99611 -3.43571 -2.07597 0.116 -0.606 -0.713
C 4.40135 -4.38541 -2.84641 -0.205 -0.020 0.198
S 2.77923 -4.67011 -2.33780 0.344 0.517 0.279
C 3.02704 -3.46223 -1.09451 -0.356 -0.628 -0.477
N 4.19357 -2.93185 -1.09790 0.142 0.598 0.610
C 1.92628 -3.12177 -0.15328 -0.201 0.083 0.208
N 0.69309 -2.93182 -0.89361 0.016 -0.222 0.016
C 0.69235 -1.74183 -1.72370 0.124 0.263 -0.090
C 0.49287 -0.44103 -0.93658 -0.243 -0.305 -0.144
C -0.79349 -0.50392 -0.10858 0.361 0.234 0.291
C -0.74852 -1.75336 0.77307 -0.164 -0.105 -0.376
C -0.51069 -2.99744 -0.09183 -0.092 0.004 0.261
H -0.46354 -3.89167 0.53425 -0.051 -0.014 -0.050
H -1.34952 -3.11610 -0.78613 -0.056 -0.032 0.069
H -1.68616 -1.87631 1.31564 -0.016 -0.013 0.113
H 0.05548 -1.65429 1.50549 0.034 0.046 0.113
C -0.96431 0.78205 0.70722 -0.234 -0.252 -0.237
H -0.19244 0.82970 1.47820 0.083 0.040 0.005
C -2.33808 0.89625 1.37487 0.254 0.079 0.205
C -2.44319 2.22522 2.10344 -0.101 -0.425 -0.334
O -2.26316 2.34641 3.29756 0.074 -0.025 0.412
N -2.70677 3.27212 1.28981 -0.203 0.342 -0.322
H -2.93777 3.11559 0.32142 0.033 -0.131 0.091
C -2.88844 4.62063 1.76423 -0.300 0.299 -0.043
H -2.55081 4.65449 2.80176 0.024 0.077 -0.106
C -4.36481 5.04555 1.68244 0.377 0.087 0.432
C -5.26397 4.27993 2.66376 -0.001 0.039 -0.246
H -5.43589 4.84410 3.57679 0.044 -0.007 0.066
C -6.53680 4.05148 1.85250 0.158 0.063 -0.163
H -7.09766 3.17617 2.17052 -0.071 -0.019 0.020
C -5.96551 3.90008 0.44540 -0.341 -0.241 -0.003
H -6.66835 4.16733 -0.34622 0.025 -0.071 0.042
H -5.62245 2.86699 0.28095 -0.051 0.076 -0.001
O -4.87120 4.79430 0.37177 0.225 0.085 -0.067
H -7.18251 4.92888 1.90096 -0.062 -0.011 -0.010
H -4.80025 3.32822 2.92493 0.011 -0.015 0.057
H -4.42356 6.12912 1.85573 0.015 -0.130 0.010
H -2.28300 5.29859 1.15563 -0.006 -0.016 0.111
H -2.46357 0.10238 2.11045 -0.090 0.071 -0.005
H -3.12571 0.81299 0.62268 -0.046 -0.025 -0.028
H -0.81993 1.63877 0.04313 0.063 0.025 0.018
H -1.64231 -0.59715 -0.79789 -0.035 -0.007 -0.031
H 0.45269 0.39629 -1.63564 0.046 0.076 0.004
H 1.34467 -0.27833 -0.27289 0.062 0.084 0.053
H 1.63460 -1.70398 -2.27521 -0.077 -0.011 -0.091
H -0.12123 -1.85525 -2.44768 0.044 0.057 -0.061
H 1.77769 -3.96110 0.53482 -0.008 0.116 0.027
H 2.24653 -2.24934 0.43702 0.031 -0.122 -0.021
H 4.81344 -4.92551 -3.67443 0.172 -0.082 -0.194
C 6.36434 -1.41890 -2.49791 0.073 -0.207 -0.083
H 5.82752 -1.21298 -3.42154 -0.048 0.082 -0.076
H 7.37561 -1.02943 -2.58869 0.100 0.092 -0.007
H 5.86001 -0.90767 -1.68214 -0.040 0.092 0.075
H 6.86695 -3.43805 -3.06380 -0.061 0.023 0.058
```
Positions in Å, forces in eV/Å.

natural (NBO) population analysis, charges in e, atoms 1 to 4: atom 1 (C): -0.60, atom 2 (H): 0.22, atom 3 (H): 0.21, atom 4 (H): 0.21

---

Entry 2:
Below is a molecular structure, C33H21F6IN4O13S2TeW, with properties calculated with ωB97M-V/def2-TZVPD.

Summary:
**ΔE to the lowest compared entry with this formula, charge and spin**: 22.10 kcal/mol
**Strongest force on any atom**: 1.49 eV/Å
**E_HOMO (spin up / spin down)**: -7.724 / -7.734 eV
**Lowest unoccupied orbital energy (spin up / spin down)**: -0.78 / -0.78 eV
**Orbital gap (spin up / spin down)**: 6.95 / 6.95 eV

```
82
Properties=species:S:1:pos:R:3:forces:R:3
W -0.23557 0.90757 0.53338 -0.174 1.465 0.242
O 3.08380 -1.62443 -4.01336 -0.018 0.052 0.018
C 2.33817 -1.03082 -3.06325 -0.029 -0.040 -0.026
C 1.13498 -0.38249 -3.33786 -0.027 -0.008 -0.010
C 0.44073 0.18487 -2.29230 0.134 -0.009 -0.017
N 0.92786 0.19437 -1.04783 -0.186 -0.392 -0.125
C 2.02367 -0.52597 -0.76406 -0.169 -0.302 0.025
C 2.75498 -1.15962 -1.73705 0.137 0.202 -0.043
C 2.07523 -0.85827 0.70183 -0.171 0.116 0.038
O 3.02401 -1.32794 1.26693 0.043 -0.107 -0.002
O 0.88116 -0.62928 1.23512 0.125 -0.099 0.155
C -0.97551 0.67819 -2.33937 0.027 -0.003 0.125
O -1.61624 0.79982 -3.35335 0.027 -0.082 -0.026
O -1.39038 0.94640 -1.12005 -0.109 0.018 -0.164
H 2.66301 -1.53270 -4.87599 -0.001 -0.003 0.002
H 0.68893 -0.37086 -4.32515 0.006 -0.005 0.001
H 3.59138 -1.79111 -1.46799 -0.007 0.020 -0.007
F -5.47204 -0.64223 0.25016 -0.079 -0.024 0.007
C -4.20213 -0.36849 -0.01928 0.028 0.002 0.056
F -3.70992 -1.31544 -0.80922 0.067 -0.056 -0.034
F -4.13244 0.80032 -0.62775 0.055 -0.014 -0.033
S -3.28862 -0.35281 1.59783 0.260 0.109 0.058
O -1.85121 -0.25022 1.28055 -0.245 -0.772 -0.460
O -3.68019 -1.54626 2.25209 -0.012 0.028 0.038
N -3.78567 0.93961 2.31450 0.029 0.090 0.054
S -3.03437 2.31805 2.18354 -0.168 0.040 -0.005
O -2.11593 2.36815 1.04139 0.183 -0.281 0.055
O -2.58307 2.85000 3.42417 0.023 -0.017 0.003
C -4.39646 3.44249 1.65679 0.015 -0.026 -0.034
F -3.88329 4.66637 1.52327 -0.033 -0.008 -0.011
F -4.92098 3.06310 0.49969 0.001 0.071 0.082
F -5.34040 3.45990 2.58678 0.012 0.022 -0.029
I 0.83547 5.04967 -3.94792 0.002 0.003 -0.012
C 0.47521 4.66883 -1.93891 0.006 0.012 0.030
C 0.39020 5.69109 -1.00998 -0.011 -0.013 -0.005
C 0.15971 5.35341 0.31395 0.014 0.001 -0.011
C 0.01682 4.02547 0.65665 -0.035 0.054 0.012
N 0.08656 3.03848 -0.24467 0.005 -0.084 -0.129
C 0.31539 3.35952 -1.51739 0.077 0.060 0.043
H 0.49827 6.72438 -1.31018 0.008 0.000 -0.001
H 0.08133 6.11161 1.07967 0.000 0.004 -0.001
H -0.19242 3.74008 1.67692 0.006 -0.004 -0.005
H 0.39083 2.55904 -2.23356 -0.011 -0.009 -0.020
Te -0.88033 -2.92703 -0.81241 -0.094 -0.079 0.111
C 0.94549 -3.91108 -1.18462 0.044 0.025 -0.036
C 1.83336 -4.08146 -0.12795 0.004 0.023 -0.013
C 3.09691 -4.61006 -0.36004 -0.028 -0.001 0.019
C 3.46737 -4.99707 -1.63941 0.017 0.000 -0.025
C 2.57272 -4.84599 -2.69165 0.009 0.004 0.021
C 1.31992 -4.29456 -2.46896 -0.023 -0.007 -0.025
C -1.93842 -3.80782 -2.40547 0.001 0.034 -0.076
C -2.31610 -5.14653 -2.34869 0.030 -0.004 -0.004
C -3.01766 -5.71572 -3.40154 0.002 -0.002 0.010
C -3.36018 -4.94835 -4.50682 -0.001 0.009 -0.011
C -2.99737 -3.61075 -4.56141 -0.004 -0.020 -0.010
C -2.28199 -3.04112 -3.51575 -0.005 0.032 0.046
H 1.55300 -3.78415 0.87557 0.004 -0.024 0.017
H 3.78822 -4.71976 0.46534 -0.001 0.000 0.009
H 4.44841 -5.41803 -1.81763 0.002 0.000 0.002
H 2.85645 -5.14714 -3.69246 -0.001 -0.001 0.004
H 0.63238 -4.16097 -3.29680 0.002 -0.015 0.004
H -2.06092 -5.74293 -1.48175 -0.004 0.001 -0.002
H -3.30646 -6.75792 -3.35344 0.003 0.002 0.000
H -3.91542 -5.39275 -5.32289 0.000 0.000 0.002
H -3.27031 -3.00690 -5.41749 0.002 0.005 0.005
H -2.00538 -1.99370 -3.55926 -0.001 0.001 -0.011
O 1.60671 1.72272 1.30515 0.023 0.127 0.093
C 1.14411 1.73373 2.49623 0.146 -0.110 0.010
O -0.05881 1.37928 2.63733 0.075 0.014 0.012
C 1.97373 2.15477 3.63741 -0.013 -0.034 0.004
C 3.34290 2.33539 3.47154 -0.004 0.002 0.008
C 4.12133 2.73219 4.54696 0.005 -0.008 0.004
C 3.53377 2.95545 5.78277 0.002 0.010 -0.013
C 2.16883 2.76892 5.91584 -0.030 0.091 -0.006
C 1.36614 2.36444 4.86954 0.016 0.015 -0.007
N 1.54642 3.01302 7.23485 0.063 -0.351 0.092
O 2.27754 3.35755 8.14107 -0.015 0.124 -0.033
O 0.35650 2.81098 7.33686 -0.027 0.124 -0.039
H 3.78458 2.14906 2.50190 0.000 0.002 0.002
H 5.18744 2.86473 4.42707 0.000 -0.001 0.000
H 4.11142 3.26729 6.64011 -0.002 0.001 0.000
H 0.30287 2.22041 5.00215 0.001 0.001 0.000
```
Positions in Å, forces in eV/Å.

Mulliken population analysis, charges in e, atoms 1 to 4: atom 1 (W): 2.91, atom 2 (O): -0.54, atom 3 (C): 0.79, atom 4 (C): -1.07

---

Entry 3:
Below is a gas-phase ion, C18H25N4O (charge +1), with properties calculated with ωB97M-V/def2-TZVPD.

Summary:
**ΔE to the lowest compared entry with this formula, charge and spin**: 0.00 kcal/mol
**Strongest force on any atom**: 1.10 eV/Å
**E_HOMO**: -10.505 eV
**Net charge**: +1
**Lowest unoccupied orbital energy**: -2.51 eV
**Orbital gap**: 7.99 eV

```
48
Properties=species:S:1:pos:R:3:forces:R:3
C 3.87560 3.03078 -0.00064 0.174 0.459 -0.003
N 3.43860 1.66569 -0.00014 -0.061 -0.331 0.002
N 2.15028 1.35918 -0.00086 -0.603 -0.271 -0.001
C 2.04614 0.03375 -0.00088 1.036 0.355 0.000
C 3.34090 -0.55808 0.00004 0.113 0.510 -0.001
C 3.84691 -1.85923 0.00064 0.105 -0.049 -0.001
C 5.21205 -2.00946 0.00152 -0.132 -0.207 -0.001
C 6.07668 -0.90355 0.00174 0.045 0.217 0.000
C 5.60475 0.38775 0.00116 0.159 0.056 0.000
C 4.22085 0.55008 0.00034 -0.401 -0.729 0.000
H 6.27194 1.23518 0.00134 0.110 0.069 0.000
H 7.14189 -1.07739 0.00243 0.094 0.012 0.000
H 5.64083 -2.99986 0.00191 0.022 -0.091 0.000
H 3.17356 -2.70086 0.00025 -0.025 -0.108 0.000
C 0.75173 -0.63152 -0.00179 -0.716 0.259 0.001
O 0.57858 -1.83678 -0.00234 0.334 -0.190 0.000
N -0.30714 0.23956 -0.00187 -0.115 -0.008 -0.001
H -0.10118 1.22590 -0.00078 -0.009 0.074 0.000
C -1.65054 -0.25452 -0.00248 -0.038 0.071 0.001
C -2.41797 0.18749 -1.25886 0.221 -0.249 0.143
C -3.89378 -0.25573 -1.22757 0.000 0.488 -0.838
C -4.86978 0.92044 -1.24883 0.025 -0.016 0.158
C -4.74992 1.77789 0.00760 -0.141 -0.120 0.000
H -3.79896 2.30955 0.00883 0.031 0.077 0.000
C -4.86785 0.91121 1.25787 0.025 -0.014 -0.158
C -3.89177 -0.26464 1.22640 0.001 0.481 0.841
C -2.41599 0.17855 1.25830 0.220 -0.248 -0.146
H -2.35469 1.26354 1.34369 -0.045 0.043 0.012
H -1.91432 -0.23965 2.13084 -0.033 0.027 0.003
N -4.12036 -1.08944 -0.00342 0.337 -0.407 -0.001
H -3.37567 -1.79450 -0.00655 -0.181 0.058 0.000
C -5.39524 -1.82292 -0.00507 -0.653 -0.363 -0.001
H -6.23985 -1.14024 -0.00251 0.123 0.025 0.000
H -5.45586 -2.45155 -0.89185 0.100 0.067 -0.019
H -5.45497 -2.45711 0.87780 0.101 0.067 0.019
H -4.09897 -0.91564 2.08149 0.013 -0.049 -0.218
H -4.65359 1.50495 2.14657 0.012 -0.106 0.069
H -5.89023 0.54560 1.36141 -0.054 0.016 0.064
H -5.53677 2.53082 0.01097 0.054 0.059 0.000
H -4.65682 1.52070 -2.13345 0.012 -0.106 -0.069
H -5.89235 0.55571 -1.35353 -0.054 0.016 -0.064
H -4.10258 -0.90042 -2.08704 0.014 -0.050 0.217
H -2.35671 1.27306 -1.33666 -0.045 0.044 -0.012
H -1.91788 -0.22454 -2.13523 -0.033 0.027 -0.002
H -1.50051 -1.34695 -0.00629 -0.137 0.187 0.001
H 2.99479 3.66907 0.00462 0.070 -0.060 0.000
H 4.47051 3.24030 -0.89162 -0.036 0.004 0.030
H 4.47949 3.23772 0.88481 -0.037 0.004 -0.029
```
Positions in Å, forces in eV/Å.

natural (NBO) population analysis, charges in e, atoms 1 to 4: atom 1 (C): -0.41, atom 2 (N): -0.14, atom 3 (N): -0.22, atom 4 (C): -0.01

---

ΔE to the lowest compared entry with this formula, charge and spin of number 2 (C33H21F6IN4O13S2TeW)? 22.10 kcal/mol